Molecular formula: C36H84F24N8O3P4
Method: DFT, the ωB97M-V functional and the def2-TZVPD basis

Output
Kohn-Sham gap: 8.866 eV
Energy: -159142.00659 eV
Net charge: +2
E_HOMO: -13.38 eV
LUMO energy: -4.52 eV

CARTESIAN COORDINATES (ANGSTROEM)
C  0.0666  1.4790  7.9476
C  -0.8682  2.4537  7.2084
C  -1.9446  1.6925  6.4248
N  -2.9714  2.6015  5.7326
C  -4.0968  1.6553  5.3066
C  -5.0995  2.2538  4.3384
C  -4.3609  3.0442  3.2282
C  -3.3198  4.0512  3.6833
C  -2.2792  3.3908  4.6102
C  -3.5254  3.5604  6.7465
H  0.1830  0.5472  7.3897
H  -0.3457  1.2345  8.9238
H  1.0566  1.9303  7.9743
H  -0.2242  2.9474  6.4774
H  -1.3600  3.1839  7.8410
H  -2.5671  1.0770  7.0840
H  -1.6420  0.8916  5.7476
H  -3.4848  0.8968  4.8147
H  -4.5508  1.2307  6.1991
H  -5.6144  1.4211  3.8627
H  -5.7707  2.9314  4.8669
H  -3.8843  2.3026  2.5775
H  -5.0949  3.4799  2.5500
H  -2.6923  4.4760  2.9023
H  -3.8417  4.7880  4.2978
H  -1.7070  2.7187  3.9698
H  -1.6316  4.0507  5.1793
H  -4.3355  4.1130  6.2673
H  -2.9056  4.3803  7.1013
H  -3.9763  2.9740  7.5428
C  -4.3640  3.7095  -3.8359
N  -4.8253  2.8833  -4.9881
C  -5.4470  1.6693  -4.3482
C  -5.8311  3.6033  -5.8694
C  -3.5961  2.3600  -5.7466
C  -3.0626  3.3175  -6.7799
O  -3.7976  3.4284  -7.9901
H  -3.7290  4.5194  -4.1826
H  -3.7931  3.0519  -3.1858
H  -5.2435  3.9724  -3.2482
H  -4.8259  1.3378  -3.5199
H  -5.4796  0.8511  -5.0617
H  -6.4231  1.8617  -3.9046
H  -6.7041  3.6126  -5.2276
H  -5.8175  3.1717  -6.8656
H  -5.4014  4.5944  -6.0170
H  -3.8177  1.3906  -6.1928
H  -2.8318  2.1498  -5.0008
H  -2.0270  3.0047  -6.9298
H  -3.0498  4.3443  -6.3949
H  -3.1699  3.5474  -8.7067
C  0.8876  -5.4402  1.4995
N  0.2001  -4.4471  0.5773
C  -1.1533  -4.2109  1.1937
C  1.0083  -3.1708  0.6339
C  0.1245  -5.0705  -0.7847
C  -0.6998  -4.3850  -1.8378
O  -0.1561  -3.0736  -1.9954
H  1.0162  -4.8916  2.4276
H  1.8647  -5.7290  1.1155
H  0.2965  -6.3431  1.6280
H  -1.1129  -3.7786  2.1859
H  -1.6676  -5.1640  1.0839
H  -1.6389  -3.5162  0.5073
H  1.8181  -3.3322  -0.0786
H  1.5555  -3.0046  1.5587
H  0.4387  -2.3244  0.2660
H  -0.1644  -6.1082  -0.6173
H  1.1586  -5.1112  -1.1353
H  -1.7161  -4.3050  -1.4459
H  -0.6115  -4.8792  -2.8036
H  -0.7247  -2.5459  -2.5679
C  6.4798  -4.6530  -4.7620
N  6.0683  -3.7780  -3.5964
C  6.2148  -4.6458  -2.3510
C  6.9368  -2.5604  -3.6310
C  4.5310  -3.4514  -3.7927
C  4.1963  -2.8299  -5.1230
O  4.7693  -1.5403  -5.1986
H  6.3340  -4.0744  -5.6680
H  5.8535  -5.5392  -4.7057
H  7.5372  -4.8949  -4.6905
H  6.1127  -4.0386  -1.4544
H  7.2289  -5.0410  -2.3829
H  5.5120  -5.4714  -2.4046
H  6.8685  -2.0930  -4.6061
H  7.9094  -2.7889  -3.1998
H  6.5453  -1.8162  -2.9343
H  4.2132  -2.8844  -2.9225
H  4.1975  -4.4872  -3.8258
H  3.1125  -2.7117  -5.2332
H  4.4790  -3.4200  -5.9978
H  4.6292  -1.0530  -6.0151
C  4.4895  -1.3113  7.1330
C  3.2899  -0.3555  7.0750
N  3.5454  0.6169  6.0120
C  3.7595  1.9644  6.2232
C  3.7521  2.6224  5.0327
N  3.6981  1.6354  4.0747
C  3.5274  0.4485  4.6861
C  3.6873  1.7901  2.6357
H  4.5238  -1.9444  8.0226
H  5.4336  -0.7897  6.9997
H  4.4626  -2.1381  6.4143
H  3.4254  0.2761  7.9530
H  2.3053  -0.8026  6.9999
H  3.8163  2.3288  7.2356
H  3.7417  3.6673  4.7769
H  3.5834  -0.4329  4.0618
H  3.3091  2.7690  2.3571
H  3.1339  0.9715  2.1824
H  4.7218  1.6498  2.3171
C  1.8428  -0.5991  -3.4371
C  1.7164  0.7567  -2.6968
N  0.6038  0.7441  -1.7584
C  0.7146  0.4753  -0.4089
C  -0.4811  0.7672  0.1671
N  -1.3549  1.1178  -0.8458
C  -0.6488  1.1517  -1.9879
C  -2.7698  1.4507  -0.7177
H  2.8860  -0.7009  -3.7429
H  1.1104  -0.9053  -4.1750
H  1.8549  -1.3323  -2.6194
H  1.6197  1.5638  -3.4183
H  2.5873  0.9905  -2.0867
H  1.6349  0.1061  0.0119
H  -0.8186  0.9081  1.1794
H  -1.0956  1.2064  -2.9691
H  -2.9318  2.4804  -1.0313
H  -3.1323  1.4043  0.3067
H  -3.3320  0.6943  -1.2604
P  -4.2115  -1.2688  1.7215
F  -3.2713  -0.7639  2.9844
F  -5.3737  -1.4615  2.8620
F  -4.6690  0.2904  1.5830
F  -5.1231  -1.7691  0.5180
F  -2.9051  -1.1237  0.7663
F  -3.8388  -2.8289  1.9854
P  -2.9436  -1.5136  -4.3007
F  -2.8063  -0.6970  -5.7006
F  -2.9687  -2.9514  -5.0658
F  -1.3459  -1.4701  -4.1301
F  -3.0745  -2.3933  -2.9543
F  -3.0487  -0.1242  -3.4492
F  -4.5592  -1.4010  -4.4928
P  0.0356  4.2671  -4.1057
F  -0.9304  4.7951  -5.2941
F  -1.3649  3.7712  -3.3486
F  0.1816  2.7715  -4.7140
F  0.9149  3.7077  -2.8429
F  1.3150  4.8214  -4.8864
F  -0.1115  5.6809  -3.3751
P  4.7679  -1.5824  0.5715
F  6.1265  -2.2163  1.2089
F  4.1683  -3.0714  0.2262
F  4.1459  -1.4452  2.0731
F  3.4007  -1.0126  -0.0638
F  5.4261  -0.1008  0.6969
F  5.4250  -1.6903  -0.8908